(1)
A cluster of 9 separate species, C60H132N6O9 in total in a non-equilibrium geometry. Source: the Open Molecules 2025 dataset; level of theory: ωB97M-V/def2-TZVPD.

Its molar mass is 1081.75 g mol⁻¹. For the total energy, the calculation gives -91716.9957 eV. The energy relative to the best compared isomer or geometry (same formula, charge and spin) comes out at 90.5 kcal/mol. As for the structure (SMILES): CC1(C)CCCC(C)(C)N1O.CC1(C)CCCC(C)(C)N1O.CC1(C)CCCC(C)(C)N1O.CC1(C)CCCC(C)(C)N1O.CC1(C)CCCC(C)(C)N1O.CC1(C)CCCC(C)(C)N1O.CCO.CCO.CCO. The highest occupied orbital energy comes out at -7.7569 eV.

Cartesian coordinates (Å):
C: 0.584 -4.599 0.272
C: -0.046 -5.561 1.351
C: 0.695 -6.954 1.158
C: 0.598 -7.948 2.252
C: 0.912 -7.140 3.581
C: 0.032 -5.926 3.882
N: 0.132 -5.037 2.721
O: -0.366 -3.755 2.928
C: -1.444 -6.375 4.215
C: 0.669 -5.252 5.111
C: -1.491 -5.864 1.028
H: 1.615 -4.368 0.542
H: 0.124 -3.629 0.082
H: 0.704 -5.146 -0.663
H: 0.142 -7.448 0.359
H: 1.734 -6.817 0.858
H: 1.378 -8.708 2.302
H: -0.314 -8.544 2.261
H: 1.962 -6.856 3.501
H: 0.792 -7.865 4.385
H: -1.666 -7.250 3.603
H: -1.656 -6.500 5.276
H: -2.137 -5.608 3.870
H: 1.175 -5.884 5.841
H: 1.554 -4.705 4.788
H: 0.006 -4.463 5.468
H: -1.460 -6.131 -0.029
H: -2.095 -4.961 1.117
H: -2.018 -6.666 1.544
H: 0.393 -3.176 2.828
C: -1.815 -1.296 5.682
C: -3.170 -0.874 4.975
C: -3.084 0.709 4.892
C: -4.145 1.232 3.901
C: -3.763 0.703 2.472
C: -3.716 -0.837 2.340
N: -3.104 -1.485 3.565
O: -3.146 -2.901 3.585
C: -5.161 -1.380 2.136
C: -2.976 -1.257 1.095
C: -4.417 -1.288 5.758
H: -1.073 -1.688 4.986
H: -2.084 -2.139 6.318
H: -1.359 -0.469 6.227
H: -3.152 1.251 5.836
H: -2.152 0.998 4.405
H: -4.193 2.311 3.750
H: -5.170 1.029 4.210
H: -2.796 1.151 2.245
H: -4.506 1.111 1.787
H: -5.832 -1.003 2.907
H: -5.524 -1.165 1.131
H: -5.046 -2.460 2.226
H: -3.109 -2.299 0.802
H: -3.229 -0.601 0.261
H: -1.906 -1.172 1.283
H: -5.170 -1.685 5.077
H: -4.835 -0.411 6.252
H: -4.239 -2.054 6.513
H: -2.264 -3.170 3.318
C: 2.950 3.800 4.882
C: 2.672 3.096 3.547
C: 4.035 2.668 2.828
C: 4.731 1.421 3.467
C: 3.692 0.283 3.456
C: 2.387 0.556 4.172
N: 1.878 1.830 3.601
O: 0.589 2.125 3.902
C: 1.512 -0.522 3.667
C: 2.507 0.440 5.699
C: 2.049 4.175 2.626
H: 3.483 4.751 4.890
H: 3.604 3.135 5.446
H: 1.969 3.857 5.353
H: 3.806 2.571 1.767
H: 4.691 3.515 2.629
H: 5.191 1.556 4.446
H: 5.546 1.073 2.833
H: 4.111 -0.600 3.939
H: 3.638 0.075 2.388
H: 1.094 -0.387 2.669
H: 1.987 -1.498 3.767
H: 0.689 -0.515 4.381
H: 3.227 1.171 6.065
H: 1.649 0.883 6.206
H: 2.668 -0.591 6.014
H: 1.790 3.782 1.643
H: 2.732 5.001 2.425
H: 1.166 4.547 3.145
H: 0.693 2.635 4.708
C: -4.193 5.654 2.963
C: -3.044 5.181 1.996
C: -3.789 4.215 0.966
C: -3.036 4.157 -0.372
C: -2.647 5.449 -0.912
C: -1.802 6.298 0.038
N: -2.413 6.364 1.374
O: -1.670 7.087 2.327
C: -0.244 5.755 0.013
C: -1.888 7.698 -0.619
C: -1.949 4.328 2.682
H: -3.928 6.609 3.415
H: -4.613 4.893 3.620
H: -5.120 5.895 2.443
H: -3.845 3.220 1.408
H: -4.814 4.558 0.826
H: -3.665 3.714 -1.144
H: -2.170 3.496 -0.337
H: -3.522 6.070 -1.109
H: -2.071 5.301 -1.825
H: 0.196 5.746 -0.984
H: 0.368 6.311 0.723
H: -0.213 4.696 0.269
H: -2.910 8.050 -0.755
H: -1.414 8.427 0.038
H: -1.359 7.646 -1.571
H: -2.381 3.609 3.378
H: -1.441 5.027 3.347
H: -1.276 3.808 2.000
H: -2.283 7.780 2.583
C: 5.478 -0.950 -1.499
C: 4.313 -2.013 -1.632
C: 2.951 -1.233 -1.512
C: 2.598 -0.522 -2.863
C: 2.566 -1.558 -4.042
C: 3.953 -2.276 -4.246
N: 4.371 -2.771 -2.921
O: 5.508 -3.563 -2.991
C: 3.720 -3.420 -5.275
C: 5.019 -1.281 -4.800
C: 4.240 -2.982 -0.520
H: 5.829 -0.934 -0.467
H: 5.147 0.046 -1.793
H: 6.317 -0.992 -2.193
H: 2.129 -1.841 -1.135
H: 3.078 -0.385 -0.839
H: 3.289 0.283 -3.116
H: 1.655 0.017 -2.780
H: 2.378 -0.961 -4.935
H: 1.767 -2.269 -3.833
H: 3.118 -3.049 -6.104
H: 4.692 -3.729 -5.659
H: 3.300 -4.279 -4.751
H: 5.294 -0.440 -4.164
H: 5.919 -1.804 -5.126
H: 4.594 -0.805 -5.683
H: 3.919 -2.502 0.404
H: 5.113 -3.630 -0.449
H: 3.431 -3.685 -0.718
H: 5.194 -4.445 -2.778
C: -0.757 3.225 -4.390
C: -1.252 2.298 -5.467
C: 0.051 1.680 -6.150
C: -0.215 0.479 -7.058
C: -1.023 -0.530 -6.299
C: -2.429 -0.021 -5.734
N: -2.208 1.290 -4.998
O: -3.309 1.862 -4.442
C: -3.412 0.113 -6.895
C: -2.866 -1.018 -4.690
C: -1.884 3.102 -6.689
H: -0.262 2.575 -3.668
H: -1.575 3.681 -3.833
H: -0.104 3.987 -4.815
H: 0.525 2.363 -6.854
H: 0.705 1.243 -5.395
H: 0.720 0.073 -7.443
H: -0.788 0.759 -7.942
H: -0.498 -0.743 -5.367
H: -0.975 -1.453 -6.877
H: -3.380 1.063 -7.429
H: -3.164 -0.664 -7.617
H: -4.421 -0.060 -6.521
H: -2.182 -0.893 -3.851
H: -3.890 -0.969 -4.320
H: -2.789 -2.068 -4.972
H: -1.396 4.060 -6.867
H: -2.966 3.208 -6.618
H: -1.796 2.623 -7.664
H: -2.983 1.857 -3.539
C: 2.936 3.193 -3.021
C: 3.309 3.547 -4.510
O: 4.287 4.573 -4.630
H: 3.860 3.208 -2.444
H: 2.384 2.271 -2.841
H: 2.286 4.019 -2.732
H: 2.376 3.871 -4.972
H: 3.531 2.641 -5.075
H: 3.882 5.325 -5.068
C: -0.614 0.754 -0.893
C: -0.237 1.337 0.481
O: 1.145 1.378 0.649
H: -1.696 0.843 -0.983
H: -0.454 -0.315 -1.031
H: -0.146 1.276 -1.728
H: -0.599 0.688 1.278
H: -0.556 2.357 0.695
H: 1.251 1.511 1.594
C: -0.565 -3.702 -2.956
C: 0.458 -4.627 -3.690
O: -0.168 -5.777 -4.113
H: -0.994 -4.244 -2.114
H: -1.383 -3.377 -3.600
H: -0.067 -2.851 -2.491
H: 1.368 -4.858 -3.136
H: 0.747 -4.188 -4.645
H: -0.676 -5.597 -4.907

Cartesian forces (eV/Å) of the 3 atoms listed first:
C 0.4 -0.6 0.8
C 0.3 -0.7 0.3
C -0.4 0.3 -1.1

Atomic partial charges in e from the Löwdin method, atoms 1 to 2:
1 C -0.02
2 C -0.44

(2)
A cluster of 11 separate species, C60H149N2O38P9 in total in a non-equilibrium geometry. Source: the Open Molecules 2025 dataset; level of theory: ωB97M-V/def2-TZVPD.

Its molar mass is 1785.59 g mol⁻¹. For the total energy, the calculation gives -229037.4854 eV. The energy relative to the best compared isomer or geometry (same formula, charge and spin) comes out at 0.0 kcal/mol. As for the structure (SMILES): CCOP(=O)(OCC)OCC.CCOP(=O)(OCC)OCC.CCOP(=O)(OCC)OCC.CCOP(=O)(OCC)OCC.CCOP(=O)(OCC)OCC.CCOP(=O)(OCC)OCC.CCOP(=O)(OCC)OCC.CCOP(=O)(OCC)OCC.CCOP(=O)(OCC)OCC.CN(C)C=O.CN(C)C=O. The highest occupied orbital energy comes out at -9.0253 eV.

Cartesian coordinates (Å):
C: -0.583 -5.093 4.446
O: -0.621 -6.341 4.263
N: -0.072 -4.159 3.673
C: -0.250 -2.693 3.908
C: 0.512 -4.501 2.394
H: -1.086 -4.617 5.302
H: 0.749 -2.346 4.172
H: -0.998 -2.452 4.663
H: -0.484 -2.062 3.050
H: 0.023 -4.178 1.475
H: 1.550 -4.174 2.336
H: 0.797 -5.546 2.273
C: -3.070 -7.187 1.411
O: -4.131 -7.786 1.627
N: -2.133 -7.493 0.447
C: -0.835 -6.684 0.239
C: -2.365 -8.505 -0.588
H: -2.799 -6.279 1.972
H: -0.911 -5.711 -0.246
H: 0.041 -7.169 -0.193
H: -0.531 -6.558 1.278
H: -2.963 -9.336 -0.215
H: -2.766 -8.058 -1.498
H: -1.371 -8.894 -0.810
C: 2.946 -1.596 2.325
C: 3.726 -2.566 3.353
O: 4.708 -3.310 2.735
P: 6.166 -2.689 2.632
O: 6.087 -1.256 2.219
O: 6.988 -3.682 1.673
C: 8.179 -3.126 0.984
C: 9.239 -2.460 2.075
O: 6.912 -2.909 4.104
C: 7.137 -4.157 4.617
C: 8.501 -4.659 4.142
H: 2.222 -0.926 2.790
H: 3.672 -0.942 1.841
H: 2.371 -2.130 1.569
H: 4.104 -2.116 4.271
H: 3.048 -3.359 3.668
H: 8.540 -3.958 0.380
H: 7.879 -2.440 0.192
H: 8.943 -2.009 3.022
H: 10.011 -3.209 2.253
H: 9.704 -1.660 1.498
H: 7.046 -4.021 5.695
H: 6.361 -4.818 4.232
H: 8.751 -5.572 4.681
H: 8.562 -4.931 3.088
H: 9.368 -4.114 4.518
C: 7.039 7.091 1.994
C: 5.744 6.560 2.678
O: 5.644 5.200 2.284
P: 4.204 4.446 2.131
O: 3.041 5.187 2.691
O: 4.122 4.187 0.561
C: 3.364 5.033 -0.237
C: 4.194 6.071 -0.888
O: 4.439 2.993 2.815
C: 5.624 2.216 2.616
C: 6.705 2.271 3.716
H: 7.090 8.159 2.202
H: 7.934 6.531 2.268
H: 6.952 7.206 0.914
H: 5.686 6.416 3.757
H: 4.943 7.153 2.236
H: 2.933 4.338 -0.957
H: 2.521 5.462 0.305
H: 3.610 6.846 -1.384
H: 4.753 6.715 -0.209
H: 4.953 5.556 -1.477
H: 5.271 1.185 2.599
H: 6.132 2.452 1.681
H: 6.247 2.357 4.701
H: 7.436 1.467 3.627
H: 7.270 3.184 3.528
C: -2.286 11.187 3.441
C: -3.111 10.035 2.917
O: -3.137 9.101 4.003
P: -4.274 7.832 4.023
O: -5.315 7.950 2.994
O: -3.303 6.565 3.810
C: -2.616 6.242 2.581
C: -1.458 5.284 2.950
O: -4.708 7.668 5.561
C: -3.905 6.906 6.501
C: -2.427 7.345 6.813
H: -2.565 11.972 2.738
H: -2.493 11.568 4.442
H: -1.216 10.981 3.449
H: -4.076 10.404 2.571
H: -2.516 9.491 2.183
H: -3.249 5.794 1.816
H: -2.282 7.095 1.991
H: -0.756 5.144 2.128
H: -0.901 5.785 3.741
H: -1.885 4.333 3.268
H: -4.571 6.877 7.363
H: -3.899 5.926 6.025
H: -2.371 8.424 6.960
H: -2.034 6.818 7.683
H: -1.935 6.964 5.919
C: -0.836 -2.674 -1.078
C: -0.999 -1.192 -1.343
O: 0.305 -0.684 -1.647
P: 0.769 0.812 -1.153
O: -0.190 1.846 -1.519
O: 1.025 0.713 0.451
C: 1.501 1.665 1.340
C: 0.695 2.939 1.129
O: 2.298 0.975 -1.762
C: 3.504 0.397 -1.257
C: 4.672 1.281 -1.245
H: -1.094 -2.865 -0.036
H: -1.407 -3.225 -1.825
H: 0.209 -2.967 -1.173
H: -1.736 -0.962 -2.112
H: -1.263 -0.839 -0.346
H: 1.395 1.187 2.314
H: 2.570 1.794 1.166
H: 0.543 3.356 0.134
H: -0.282 2.769 1.581
H: 1.287 3.664 1.688
H: 3.275 -0.170 -0.354
H: 3.653 -0.414 -1.970
H: 5.142 1.286 -2.229
H: 4.335 2.289 -1.005
H: 5.486 0.962 -0.594
C: 1.191 4.747 -11.306
C: 1.376 4.542 -9.748
O: 0.177 4.632 -9.041
P: -0.144 3.540 -7.859
O: 0.104 2.152 -8.176
O: -1.651 3.908 -7.405
C: -2.214 3.225 -6.338
C: -3.662 3.376 -6.171
O: 0.729 4.185 -6.686
C: 1.591 3.515 -5.762
C: 1.035 3.381 -4.386
H: 0.749 5.678 -11.663
H: 2.194 4.665 -11.725
H: 0.604 4.015 -11.860
H: 2.073 3.712 -9.631
H: 2.057 5.316 -9.395
H: -1.941 2.173 -6.427
H: -1.688 3.736 -5.532
H: -3.955 4.415 -6.020
H: -4.156 2.946 -7.042
H: -3.975 2.846 -5.271
H: 2.002 2.576 -6.132
H: 2.395 4.230 -5.588
H: 1.775 3.259 -3.595
H: 0.342 4.214 -4.264
H: 0.515 2.424 -4.353
C: -10.597 -4.851 -4.252
C: -9.715 -4.926 -2.983
O: -8.367 -5.297 -3.229
P: -7.370 -5.365 -1.911
O: -7.692 -4.438 -0.807
O: -7.466 -6.938 -1.480
C: -7.383 -7.293 -0.057
C: -6.692 -8.648 -0.060
O: -5.873 -5.090 -2.540
C: -4.752 -5.065 -1.575
C: -3.352 -5.276 -2.175
H: -10.569 -5.853 -4.680
H: -11.646 -4.664 -4.020
H: -10.158 -4.158 -4.969
H: -9.618 -3.916 -2.585
H: -10.247 -5.495 -2.220
H: -6.832 -6.518 0.475
H: -8.280 -7.289 0.563
H: -5.851 -8.620 -0.753
H: -6.283 -8.934 0.909
H: -7.402 -9.426 -0.338
H: -4.739 -4.033 -1.227
H: -5.052 -5.639 -0.699
H: -3.221 -6.289 -2.555
H: -3.152 -4.526 -2.940
H: -2.559 -5.192 -1.431
C: 4.421 -6.420 -5.596
C: 3.548 -5.548 -4.661
O: 2.274 -6.147 -4.284
P: 1.204 -5.346 -3.278
O: 0.404 -6.229 -2.460
O: 2.169 -4.169 -2.592
C: 2.715 -4.408 -1.299
C: 3.526 -3.192 -0.810
O: 0.364 -4.470 -4.325
C: -0.449 -5.190 -5.219
C: -0.813 -4.306 -6.374
H: 3.818 -6.634 -6.479
H: 5.449 -6.089 -5.735
H: 4.560 -7.401 -5.142
H: 4.235 -5.284 -3.857
H: 3.211 -4.715 -5.277
H: 1.914 -4.835 -0.695
H: 3.433 -5.222 -1.399
H: 4.400 -2.922 -1.404
H: 2.833 -2.374 -0.615
H: 4.020 -3.253 0.160
H: 0.010 -6.032 -5.737
H: -1.175 -5.737 -4.617
H: -1.543 -4.710 -7.076
H: -1.144 -3.386 -5.894
H: 0.067 -4.090 -6.980
C: -0.271 -1.334 8.519
C: 0.462 -1.074 7.134
O: 0.747 0.274 7.195
P: 1.169 1.149 5.853
O: 0.324 0.954 4.621
O: 1.288 2.704 6.299
C: 1.433 3.749 5.356
C: 1.485 5.098 6.070
O: 2.746 0.680 5.579
C: 3.965 0.988 6.310
C: 4.898 -0.044 5.861
H: -0.587 -2.375 8.597
H: 0.517 -1.146 9.248
H: -1.139 -0.703 8.709
H: 1.276 -1.743 6.859
H: -0.404 -1.122 6.474
H: 2.246 3.426 4.707
H: 0.503 3.739 4.789
H: 2.335 5.287 6.725
H: 1.220 5.801 5.280
H: 0.650 5.336 6.728
H: 4.301 1.911 5.837
H: 3.911 1.039 7.398
H: 5.024 -0.040 4.778
H: 5.824 0.013 6.431
H: 4.620 -1.091 5.980
C: -3.918 2.905 -2.205
C: -3.591 1.446 -2.314
O: -3.923 0.917 -3.551
P: -5.456 0.385 -3.989
O: -5.520 -0.132 -5.376
O: -6.391 1.609 -3.521
C: -6.830 2.577 -4.452
C: -8.323 2.371 -4.819
O: -5.727 -0.744 -2.838
C: -6.801 -1.683 -2.887
C: -8.009 -0.801 -2.451
H: -4.974 3.153 -2.313
H: -3.939 3.385 -1.227
H: -3.237 3.409 -2.890
H: -2.543 1.192 -2.160
H: -4.183 0.842 -1.626
H: -6.715 3.515 -3.908
H: -6.145 2.566 -5.300
H: -8.649 2.879 -5.727
H: -8.561 1.330 -5.037
H: -8.978 2.601 -3.979
H: -7.076 -1.987 -3.897
H: -6.596 -2.559 -2.272
H: -8.037 0.051 -3.131
H: -8.917 -1.395 -2.550
H: -7.898 -0.350 -1.465

Cartesian forces (eV/Å) of the 3 atoms listed first:
C -1.6 -3.1 0.7
O 0.5 3.1 0.2
N -0.1 1.6 -2.3

Atomic partial charges in e from the Löwdin method, atoms 1 to 2:
1 C -0.33
2 O -0.03